{"formula": "C12H23EuF3NO5P2S", "method": "ωB97M-V with the def2-TZVPD basis set", "gap_ha": [0.2625, 0.1902], "energy_ev": -81419.361, "s2": 12.04, "spin_multiplicity": 7, "charge": 2, "homo_ev": [-15.1, -15.9], "species": ["Eu", "P", "C", "C", "N", "C", "C", "C", "C", "C", "P", "H", "H", "H", "H", "H", "H", "H", "H", "O", "H", "H", "O", "H", "C", "H", "H", "H", "C", "H", "H", "H", "C", "H", "H", "H", "C", "H", "H", "H", "F", "C", "F", "F", "S", "O", "O", "O"], "positions_angstrom": [[-0.0774, -0.2822, 1.2661], [-2.5639, 0.3113, 0.1434], [-2.2568, 0.7337, -1.5137], [-0.9338, 1.1121, -1.9577], [0.1787, 0.7955, -1.2010], [1.3964, 1.1955, -1.6154], [1.5715, 1.9642, -2.7752], [0.4619, 2.2835, -3.5598], [-0.7865, 1.8481, -3.1587], [2.6363, 0.8541, -0.7603], [2.4327, -0.6311, 0.3049], [-1.6871, 2.0897, -3.7187], [2.5669, 2.2934, -3.0462], [0.5730, 2.8719, -4.4651], [3.5331, 0.7314, -1.3846], [2.8595, 1.6986, -0.0876], [-2.2856, -1.4349, -3.2477], [-3.0691, 0.9060, -2.2250], [-0.7503, -3.7015, -1.8887], [-2.0576, -2.3653, -3.4188], [-2.6609, -2.5936, -4.1692], [-0.4385, -2.3199, 1.2121], [-0.3691, -4.1124, -1.0727], [0.4297, -3.5917, -0.8854], [2.8875, -2.0009, -0.7957], [3.9189, -1.9648, -1.1746], [2.7420, -2.9484, -0.2519], [2.1932, -2.0137, -1.6519], [3.7157, -0.5383, 1.5999], [3.6468, -1.4503, 2.2168], [4.7456, -0.4518, 1.2243], [3.5079, 0.3164, 2.2671], [-3.2279, 1.7272, 1.0835], [-4.2092, 2.0103, 0.6811], [-3.3158, 1.5092, 2.1598], [-2.5352, 2.5763, 0.9732], [-3.6078, -1.1603, 0.4159], [-3.7459, -1.3396, 1.4954], [-4.5958, -1.0541, -0.0494], [-3.1018, -2.0511, 0.0087], [0.7909, 0.5972, 5.9205], [0.9807, 0.7972, 4.6084], [2.0054, 1.6852, 4.4493], [1.4078, -0.4068, 4.0660], [-0.5329, 1.3314, 3.6934], [-1.2127, 0.0619, 3.3291], [-1.2743, 2.2413, 4.4946], [0.1138, 1.8701, 2.4613]], "mulliken_charge": [0.80, 0.55, -1.05, 1.16, 0.10, 0.64, -0.89, -0.51, -0.95, -1.11, 0.74, 0.46, 0.53, 0.47, 0.58, 0.43, 0.31, 0.51, 0.34, -0.59, 0.33, 0.19, -0.60, 0.27, -1.33, 0.41, 0.40, 0.37, -1.20, 0.39, 0.42, 0.34, -1.22, 0.46, 0.36, 0.36, -1.19, 0.39, 0.42, 0.37, -0.17, 0.68, -0.20, -0.23, 1.07, -0.52, -0.48, -0.61]}